C2HFFeO as an isolated structure at a distorted geometry. Source: the OMol25 dataset; level of theory: ωB97M-V/def2-TZVPD.

Computed properties:
LUMO (alpha / beta): -0.208 / -1.275 eV
Largest force on an atom: 2.10 eV/Å
HOMO energy (alpha / beta): -9.181 / -9.298 eV
Energy above the lowest of the compared OMol25 structures with the same formula, charge and spin: 0.000 eV
Total charge: 0
⟨S²⟩: 6.01
2S+1: 5
Total energy: -1515.51889 Eh

```
6
Properties=species:S:1:pos:R:3:mulliken_spin:R:1
H -0.74757 2.65293 0.14800 0.001
O -0.87299 2.02799 -0.58930 0.010
C -0.12502 -0.28280 0.04876 -0.174
C -0.63630 0.81604 -0.16239 0.123
Fe 0.87520 -1.92025 -0.18433 3.919
F 1.50668 -3.29392 0.73925 0.121
```